(1)
ORCA calculation (ωB97M-V with the def2-TZVPD basis set) on a 14-piece molecular cluster, C28H56O56S14 overall at a distorted geometry.

The value obtained for the HOMO energy is -10.65 eV. For the calculated total energy, the calculation gives -10887.82732 Ha. The energy relative to the best compared isomer or geometry (same formula, charge and spin) is 1120.41 kJ/mol. The gap between HOMO and LUMO is 0.377 Ha. Its LUMO energy is -0.39 eV.

Last column: Löwdin charge in e.
Cartesian coordinates (Å):
1 C -5.745 -0.137 -4.226  -0.106
2 C -4.378 -0.685 -4.795  -0.203
3 O -4.673 -1.632 -5.776  -0.219
4 S -6.059 -1.145 -6.637  0.775
5 O -6.725 -2.298 -7.223  -0.232
6 O -5.726 0.078 -7.375  -0.255
7 O -6.715 -0.776 -5.137  -0.242
8 H -5.829 0.948 -4.171  0.119
9 H -5.981 -0.539 -3.241  0.120
10 H -3.865 -1.165 -3.961  0.128
11 H -3.753 0.087 -5.245  0.120
12 C -3.999 -6.961 -5.301  -0.118
13 C -3.319 -7.350 -6.623  -0.193
14 O -2.204 -6.495 -6.726  -0.200
15 S -1.525 -6.163 -5.246  0.706
16 O -1.455 -4.685 -5.101  -0.271
17 O -0.312 -6.894 -5.003  -0.230
18 O -2.822 -6.728 -4.477  -0.229
19 H -4.590 -7.725 -4.796  0.136
20 H -4.594 -6.063 -5.470  0.133
21 H -4.049 -7.234 -7.424  0.136
22 H -2.936 -8.370 -6.613  0.129
23 C 3.393 3.461 -6.470  -0.193
24 C 3.456 4.897 -6.903  -0.162
25 O 3.018 5.610 -5.759  -0.221
26 S 3.104 4.799 -4.333  0.732
27 O 1.985 5.013 -3.413  -0.243
28 O 4.466 4.871 -3.812  -0.257
29 O 3.013 3.336 -5.111  -0.193
30 H 4.428 3.129 -6.556  0.127
31 H 2.849 2.749 -7.092  0.138
32 H 2.678 5.075 -7.644  0.135
33 H 4.433 5.330 -7.119  0.138
34 C 6.871 -3.755 -3.931  -0.204
35 C 5.557 -4.499 -4.333  -0.123
36 O 4.910 -3.559 -5.223  -0.197
37 S 5.368 -2.024 -5.051  0.731
38 O 4.352 -1.344 -4.228  -0.265
39 O 5.838 -1.380 -6.290  -0.252
40 O 6.660 -2.399 -4.085  -0.200
41 H 7.667 -4.089 -4.597  0.124
42 H 7.201 -3.850 -2.897  0.133
43 H 5.135 -4.859 -3.394  0.127
44 H 5.772 -5.413 -4.888  0.127
45 C -3.048 6.409 -5.768  -0.134
46 C -4.144 5.382 -5.665  -0.242
47 O -3.680 4.104 -5.474  -0.196
48 S -2.044 4.047 -5.408  0.769
49 O -1.374 3.849 -6.710  -0.252
50 O -1.671 3.276 -4.209  -0.250
51 O -2.029 5.700 -4.975  -0.234
52 H -3.299 7.389 -5.360  0.136
53 H -2.630 6.488 -6.771  0.123
54 H -4.650 5.280 -6.625  0.137
55 H -4.832 5.652 -4.864  0.137
56 C 2.210 0.243 5.889  -0.202
57 C 3.595 -0.066 6.412  -0.223
58 O 3.975 1.040 7.135  -0.178
59 S 2.660 1.928 7.698  0.767
60 O 2.676 3.269 7.092  -0.250
61 O 2.478 1.809 9.158  -0.252
62 O 1.604 0.912 6.956  -0.212
63 H 1.501 -0.548 5.645  0.141
64 H 2.190 0.903 5.022  0.132
65 H 4.171 -0.182 5.494  0.139
66 H 3.543 -0.975 7.011  0.136
67 C -3.185 5.919 -0.252  -0.236
68 C -2.525 7.246 -0.394  -0.223
69 O -3.183 7.885 0.603  -0.209
70 S -3.356 6.985 2.005  0.798
71 O -4.539 7.301 2.848  -0.235
72 O -2.056 6.733 2.623  -0.247
73 O -3.802 5.774 0.968  -0.195
74 H -2.441 5.135 -0.109  0.134
75 H -3.840 5.674 -1.087  0.136
76 H -2.793 7.732 -1.333  0.143
77 H -1.464 7.161 -0.162  0.134
78 C -4.763 -4.571 -0.502  -0.187
79 C -5.418 -5.961 -0.229  -0.139
80 O -6.616 -6.122 -1.066  -0.220
81 S -7.124 -4.579 -1.503  0.767
82 O -7.949 -4.040 -0.383  -0.269
83 O -7.631 -4.560 -2.884  -0.245
84 O -5.601 -3.948 -1.415  -0.212
85 H -3.789 -4.727 -0.966  0.132
86 H -4.631 -4.008 0.422  0.127
87 H -5.681 -6.047 0.825  0.118
88 H -4.867 -6.867 -0.482  0.126
89 C -2.472 3.218 8.245  -0.119
90 C -2.996 3.645 6.820  -0.145
91 O -4.392 4.019 6.984  -0.214
92 S -4.767 4.186 8.582  0.740
93 O -5.548 3.002 9.017  -0.265
94 O -5.255 5.592 8.863  -0.279
95 O -3.259 4.093 9.102  -0.214
96 H -1.403 3.423 8.183  0.128
97 H -2.635 2.166 8.476  0.127
98 H -2.955 2.816 6.114  0.122
99 H -2.435 4.430 6.313  0.125
100 C 4.513 6.551 1.367  -0.160
101 C 3.282 5.666 1.831  -0.219
102 O 3.760 4.703 2.667  -0.210
103 S 5.450 4.712 2.845  0.830
104 O 6.135 3.354 2.642  -0.284
105 O 5.844 5.608 3.931  -0.250
106 O 5.578 5.633 1.459  -0.219
107 H 4.477 7.433 2.006  0.126
108 H 4.475 6.780 0.302  0.134
109 H 2.742 5.208 1.002  0.125
110 H 2.532 6.190 2.423  0.130
111 C -4.087 -2.422 5.130  -0.169
112 C -4.556 -3.796 5.678  -0.229
113 O -5.569 -3.523 6.585  -0.202
114 S -5.238 -2.046 7.446  0.821
115 O -4.330 -2.221 8.607  -0.265
116 O -6.514 -1.327 7.554  -0.243
117 O -4.328 -1.423 6.146  -0.218
118 H -4.697 -2.206 4.253  0.122
119 H -3.039 -2.457 4.831  0.126
120 H -3.687 -4.282 6.122  0.123
121 H -4.992 -4.392 4.876  0.132
122 C 3.388 -6.786 2.803  -0.229
123 C 3.125 -5.344 3.392  -0.135
124 O 2.737 -4.629 2.221  -0.214
125 S 1.913 -5.613 1.158  0.762
126 O 2.324 -5.416 -0.264  -0.262
127 O 0.453 -5.619 1.434  -0.270
128 O 2.594 -6.952 1.737  -0.170
129 H 3.113 -7.409 3.654  0.125
130 H 4.430 -7.073 2.661  0.134
131 H 4.045 -4.831 3.674  0.132
132 H 2.378 -5.368 4.186  0.127
133 C 9.352 -1.426 3.360  -0.139
134 C 9.832 -1.306 1.919  -0.225
135 O 9.255 -2.353 1.253  -0.203
136 S 7.730 -2.704 1.832  0.740
137 O 7.286 -4.061 1.564  -0.234
138 O 6.818 -1.602 1.461  -0.260
139 O 8.302 -2.407 3.324  -0.221
140 H 8.882 -0.476 3.614  0.132
141 H 10.132 -1.764 4.042  0.135
142 H 10.896 -1.492 1.773  0.141
143 H 9.518 -0.332 1.544  0.132
144 C 0.382 -0.815 -1.236  -0.169
145 C 1.140 0.344 -0.455  -0.224
146 O 0.158 1.180 -0.011  -0.191
147 S -1.182 0.243 0.515  0.755
148 O -2.367 0.915 0.007  -0.245
149 O -1.060 -0.045 1.919  -0.245
150 O -0.743 -1.089 -0.426  -0.202
151 H 1.098 -1.609 -1.452  0.131
152 H 0.098 -0.502 -2.240  0.125
153 H 1.705 0.914 -1.192  0.137
154 H 1.782 -0.099 0.306  0.128


(2)
ORCA calculation (ωB97M-V with the def2-TZVPD basis set) on a single C19H17F4NO5 molecule.

The value obtained for the HOMO energy is -8.84 eV. For the calculated total energy, the calculation gives -1564.70199 Ha. The energy relative to the best compared isomer or geometry (same formula, charge and spin) is 10.38 kJ/mol. The gap between HOMO and LUMO is 0.340 Ha. Its LUMO energy is 0.41 eV.

Last column: natural (NBO) charge in e.
Cartesian coordinates (Å):
1 O -6.056 -2.226 0.214  -0.588
2 C -4.893 -1.974 0.021  0.778
3 O -3.994 -2.932 -0.256  -0.688
4 C -4.308 -0.615 0.058  -0.166
5 C -5.148 0.472 0.292  -0.174
6 C -4.617 1.747 0.332  -0.196
7 C -3.262 1.957 0.140  -0.247
8 C -2.419 0.872 -0.094  0.226
9 N -1.043 1.007 -0.298  -0.640
10 C -0.270 2.128 -0.254  0.697
11 O -0.671 3.247 -0.040  -0.602
12 C 1.199 1.792 -0.514  -0.298
13 C 1.781 0.860 0.577  -0.335
14 C 2.141 -0.524 0.124  0.836
15 O 3.022 -1.212 0.560  -0.600
16 O 1.295 -0.972 -0.842  -0.524
17 C 1.484 -2.300 -1.281  -0.143
18 C 1.019 -3.313 -0.206  0.602
19 F 0.164 -4.202 -0.761  -0.319
20 F 0.306 -2.664 0.750  -0.328
21 C 2.183 -4.065 0.479  0.507
22 F 1.717 -5.105 1.189  -0.320
23 F 3.006 -4.565 -0.466  -0.334
24 C 2.999 1.663 1.112  -0.242
25 C 3.976 1.744 -0.036  -0.197
26 C 3.456 2.561 -0.944  -0.195
27 C 2.123 3.032 -0.420  -0.250
28 C 2.412 3.077 1.084  -0.383
29 C -2.947 -0.414 -0.133  -0.221
30 H -4.428 -3.799 -0.258  0.503
31 H -6.202 0.293 0.438  0.236
32 H -5.262 2.594 0.513  0.219
33 H -2.851 2.952 0.172  0.257
34 H -0.564 0.137 -0.493  0.413
35 H 1.266 1.336 -1.506  0.242
36 H 1.058 0.726 1.391  0.258
37 H 0.858 -2.421 -2.167  0.228
38 H 2.535 -2.479 -1.529  0.226
39 H 2.755 -3.395 1.137  0.174
40 H 3.392 1.287 2.052  0.234
41 H 4.888 1.180 -0.084  0.224
42 H 3.847 2.815 -1.911  0.220
43 H 1.696 3.921 -0.872  0.244
44 H 3.144 3.838 1.344  0.223
45 H 1.518 3.202 1.690  0.216
46 H -2.303 -1.264 -0.304  0.226


(3)
ORCA calculation (ωB97M-V with the def2-TZVPD basis set) on a single C8H8O4 molecule at a distorted geometry.

The value obtained for the HOMO energy is -8.83 eV. For the calculated total energy, the calculation gives -610.52439 Ha. The energy relative to the best compared isomer or geometry (same formula, charge and spin) is 258.43 kJ/mol. The gap between HOMO and LUMO is 0.332 Ha. Its LUMO energy is 0.19 eV.

Last column: natural (NBO) charge in e.
Cartesian coordinates (Å):
1 C -2.824 0.779 2.534  -0.315
2 O -1.646 0.314 1.920  -0.521
3 C -1.478 0.223 0.616  0.777
4 O -2.271 0.591 -0.213  -0.637
5 C -0.105 -0.096 0.280  -0.240
6 C 0.909 -0.376 1.377  -0.155
7 C 2.074 -0.849 1.039  -0.244
8 C 2.509 -0.880 -0.289  -0.241
9 C 1.764 -0.398 -1.354  0.262
10 O 2.052 -0.118 -2.709  -0.674
11 C 0.410 -0.027 -1.064  0.317
12 O -0.307 0.323 -2.192  -0.709
13 H -3.729 0.623 1.635  0.237
14 H -2.684 0.163 3.591  0.235
15 H -2.789 2.084 2.665  0.195
16 H 0.751 -0.142 2.421  0.228
17 H 2.779 -1.159 1.884  0.221
18 H 3.524 -1.239 -0.422  0.227
19 H 1.248 0.073 -3.166  0.503
20 H -1.275 0.453 -1.895  0.535


(4)
ORCA calculation (ωB97M-V with the def2-TZVPD basis set) on C4H8OS as an isolated structure at a distorted geometry.

The value obtained for the HOMO energy is -8.18 eV. For the calculated total energy, the calculation gives -630.53464 Ha. The energy relative to the best compared isomer or geometry (same formula, charge and spin) is 263.27 kJ/mol. The gap between HOMO and LUMO is 0.323 Ha. Its LUMO energy is 0.60 eV.

Last column: natural (NBO) charge in e.
Cartesian coordinates (Å):
1 C -1.294 0.650 -0.586  -0.063
2 C -0.034 0.741 0.405  -0.362
3 C 0.673 -0.420 1.103  -0.436
4 C 1.603 -0.782 -0.045  -0.514
5 H -2.234 -0.723 -1.673  0.469
6 H -2.130 0.468 0.188  0.149
7 H -1.396 1.670 -1.156  0.176
8 H -0.286 1.648 0.986  0.212
9 H -0.063 -1.239 1.489  0.207
10 H 1.121 0.184 1.966  0.235
11 H 1.147 -1.411 -0.933  0.239
12 H 2.665 -1.238 0.113  0.227
13 O -1.181 -0.536 -1.283  -0.712
14 S 1.411 0.988 -0.576  0.173